281
Properties=species:S:1:pos:R:3 method="wB97M-V/def2-TZVPD" total_energy_ev=-149481.134 gap_ev=8.7 multiplicity=1
C -1.4915 -5.2018 -13.6774
O -0.3613 -4.8670 -12.9699
C -0.5640 -4.6962 -11.5605
C -0.7568 -6.0852 -10.7614
O -0.9172 -5.8592 -9.3408
C 0.3106 -5.7040 -8.6538
C 1.0811 -6.9852 -8.3427
O 1.8505 -7.4930 -9.4056
C 2.4909 -8.6846 -9.1576
H -2.3377 -4.5670 -13.4146
H -1.8327 -6.2370 -13.6834
H -1.2425 -5.1123 -14.7348
H -1.4470 -4.0732 -11.4176
H 0.1885 -4.1450 -10.9965
H 0.1415 -6.6676 -10.9666
H -1.6650 -6.5737 -11.1143
H 0.2100 -5.3149 -7.6406
H 0.9333 -4.9662 -9.1597
H 0.3570 -7.7772 -8.1516
H 1.7943 -6.7500 -7.5527
H 3.0628 -8.8419 -8.2431
H 3.0772 -8.5907 -10.0716
H 1.7428 -9.4624 -9.3110
C 14.8952 -9.8643 -12.3374
O 14.1883 -10.6753 -11.4112
C 13.0417 -11.3044 -11.9216
C 12.3700 -12.3413 -10.9653
O 11.2798 -13.0419 -11.6533
C 10.6088 -13.9817 -10.8599
C 9.5196 -14.6684 -11.6207
O 9.8881 -15.4123 -12.7877
C 8.7980 -16.0692 -13.3125
H 14.2494 -8.9865 -12.3208
H 15.0612 -10.2025 -13.3602
H 15.8606 -9.6433 -11.8821
H 13.1978 -11.6530 -12.9424
H 12.3382 -10.4804 -12.0407
H 12.0391 -11.7915 -10.0842
H 13.1609 -12.9794 -10.5713
H 10.2441 -13.3758 -10.0304
H 11.2242 -14.8129 -10.5158
H 8.8279 -13.8908 -11.9446
H 8.9184 -15.3460 -11.0145
H 8.2908 -16.7060 -12.5877
H 9.1751 -16.6594 -14.1477
H 8.0614 -15.4159 -13.7803
C 6.1344 -10.2224 -9.1165
O 6.4953 -11.5929 -9.3310
C 5.5023 -12.4804 -8.8237
C 6.0235 -13.8434 -9.0716
O 5.2556 -14.8735 -8.3995
C 5.9175 -16.1496 -8.6651
C 5.3915 -17.2848 -7.7883
O 4.0487 -17.4873 -8.2811
C 3.4743 -18.5218 -7.5160
H 6.9504 -9.5786 -9.4448
H 5.8517 -10.0836 -8.0730
H 5.3222 -9.8271 -9.7265
H 4.6285 -12.3222 -9.4558
H 5.2361 -12.2973 -7.7827
H 7.0537 -13.8428 -8.7156
H 6.0318 -14.0195 -10.1473
H 6.9985 -16.0215 -8.6098
H 5.9234 -16.4218 -9.7205
H 5.3544 -16.8884 -6.7736
H 6.0363 -18.1593 -7.8755
H 3.3651 -18.2297 -6.4716
H 3.9861 -19.4788 -7.6173
H 2.4760 -18.5994 -7.9466
C 8.7114 -11.7291 -14.7402
O 8.2540 -10.5613 -14.1019
C 9.2423 -9.8885 -13.2826
C 8.6306 -8.7282 -12.5115
O 8.2548 -7.6319 -13.3417
C 6.8628 -7.5695 -13.6575
C 6.4888 -6.3175 -14.4928
O 6.7042 -5.1295 -13.7436
C 6.7190 -3.8618 -14.5361
H 8.9610 -12.4198 -13.9347
H 9.5929 -11.5015 -15.3396
H 7.9476 -12.0801 -15.4341
H 10.0347 -9.5036 -13.9245
H 9.6332 -10.6476 -12.6051
H 9.4006 -8.3685 -11.8289
H 7.7766 -8.9642 -11.8767
H 6.2555 -7.4717 -12.7576
H 6.6297 -8.4567 -14.2462
H 5.4127 -6.4046 -14.6427
H 6.9748 -6.3658 -15.4672
H 7.2748 -3.1254 -13.9556
H 5.8540 -3.4927 -15.0871
H 7.4257 -4.1024 -15.3304
C -3.3739 -11.3820 -19.2055
O -2.5082 -11.1421 -20.2984
C -1.3595 -12.0236 -20.4640
C -0.0598 -11.3089 -20.7704
O 0.4430 -10.4646 -19.7567
C -0.3262 -9.2778 -19.5468
C 0.5430 -8.1325 -18.9199
O 1.0515 -8.5142 -17.6148
C 0.1838 -8.4796 -16.5610
H -2.9319 -11.0630 -18.2616
H -3.6834 -12.4241 -19.1255
H -4.3264 -10.8816 -19.3800
H -1.4851 -12.6492 -21.3476
H -1.1574 -12.6906 -19.6259
H -0.1514 -10.8460 -21.7529
H 0.6458 -12.1373 -20.8334
H -1.2752 -9.5234 -19.0701
H -0.5455 -8.8375 -20.5196
H -0.0908 -7.2460 -18.8986
H 1.3320 -7.9696 -19.6541
H -0.6078 -9.2093 -16.7312
H -0.3583 -7.5884 -16.2448
H 0.7297 -8.7826 -15.6675
C -0.5130 -12.6544 -15.4154
O 0.5649 -13.2267 -14.7348
C 0.7108 -14.6270 -14.7748
C 2.2636 -15.0226 -14.8175
O 2.7672 -14.2473 -13.8094
C 3.9963 -14.6261 -13.2835
C 5.2345 -14.5688 -14.1693
O 5.5641 -15.7410 -14.8452
C 6.3958 -15.6132 -15.9437
H -0.5442 -12.9605 -16.4611
H -0.4566 -11.5734 -15.5433
H -1.4522 -12.8243 -14.8890
H 0.1744 -15.1141 -15.5891
H 0.1308 -15.0080 -13.9342
H 2.6309 -14.8342 -15.8263
H 2.4005 -16.0793 -14.5878
H 3.9082 -15.6245 -12.8551
H 4.3991 -13.9798 -12.5036
H 6.1059 -14.3965 -13.5377
H 5.1993 -13.6908 -14.8143
H 7.2334 -14.9279 -15.8140
H 5.6868 -15.2308 -16.6779
H 6.7467 -16.5750 -16.3179
C 5.3857 -2.7117 -24.3295
O 5.6295 -3.4102 -23.0618
C 4.5093 -4.3140 -22.8754
C 4.2840 -4.4774 -21.3945
O 5.5343 -4.6179 -20.5965
C 5.3262 -5.4241 -19.3903
C 4.3548 -4.9792 -18.2798
O 2.9684 -4.8121 -18.5199
C 2.2032 -5.2466 -17.3616
H 5.1471 -3.4780 -25.0670
H 6.2623 -2.1128 -24.5764
H 4.5795 -1.9974 -24.1618
H 4.8796 -5.2346 -23.3265
H 3.5582 -3.9629 -23.2757
H 3.7196 -5.4087 -21.3470
H 3.7717 -3.6573 -20.8913
H 6.2775 -5.5670 -18.8778
H 4.9444 -6.3655 -19.7854
H 4.7573 -4.0588 -17.8568
H 4.5322 -5.8159 -17.6041
H 2.6085 -6.1909 -16.9980
H 1.1656 -5.4553 -17.6224
H 2.3431 -4.6118 -16.4867
C -2.6164 -18.0409 -9.9202
O -1.6801 -17.0852 -10.3029
C -0.3922 -17.2287 -9.6835
C 0.4922 -15.9627 -10.0208
O 0.1900 -14.9188 -9.1411
C 1.2171 -13.8640 -9.0988
C 1.3367 -12.8920 -10.2708
O 0.2118 -12.0085 -10.4158
C 0.1948 -11.2394 -11.5559
H -2.6248 -18.1864 -8.8400
H -2.3789 -18.9422 -10.4853
H -3.6116 -17.6611 -10.1511
H 0.1109 -18.1654 -9.9234
H -0.4763 -17.3106 -8.5999
H 0.2486 -15.5850 -11.0138
H 1.5594 -16.1767 -10.0781
H 2.2126 -14.2488 -8.8778
H 1.1289 -13.2801 -8.1826
H 1.4103 -13.4270 -11.2176
H 2.2589 -12.3572 -10.0435
H -0.5746 -10.4675 -11.5400
H -0.0113 -11.8316 -12.4474
H 1.0553 -10.5785 -11.6598
C 2.5846 6.4379 -14.8295
O 1.8661 5.3837 -15.3693
C 0.7182 4.8960 -14.6436
C -0.0860 3.9260 -15.5482
O 0.7383 2.7870 -15.7418
C 0.0621 1.8852 -16.5752
C 1.0714 0.8048 -16.8605
O 1.2655 -0.1270 -15.7384
C 1.9611 -1.3027 -16.1434
H 3.4612 6.6268 -15.4491
H 2.8952 6.1775 -13.8176
H 1.9487 7.3223 -14.8690
H 0.2716 5.8001 -14.2298
H 0.9474 4.3972 -13.7019
H -0.4362 4.3559 -16.4867
H -0.9891 3.6398 -15.0093
H -0.2705 2.2943 -17.5292
H -0.7959 1.4817 -16.0374
H 1.9668 1.3282 -17.1955
H 0.6259 0.2765 -17.7034
H 1.3531 -2.0065 -16.7118
H 2.3404 -1.9291 -15.3361
H 2.8265 -1.0332 -16.7488
C 5.0904 -0.0663 -10.4420
O 4.9285 -1.4396 -10.1268
C 5.0228 -2.3100 -11.3329
C 4.4257 -3.7254 -11.1584
O 5.1906 -4.4571 -10.2287
C 4.6800 -5.7292 -9.8620
C 5.7178 -6.6195 -9.0704
O 6.7375 -7.0744 -9.9188
C 7.6661 -6.0449 -10.3492
H 4.8239 0.5043 -9.5523
H 4.3440 0.1142 -11.2154
H 6.0572 0.2167 -10.8584
H 6.0887 -2.3621 -11.5547
H 4.4653 -1.8468 -12.1470
H 4.4444 -4.2530 -12.1121
H 3.3845 -3.5307 -10.9016
H 4.4351 -6.3118 -10.7501
H 3.8000 -5.4933 -9.2636
H 5.2516 -7.5675 -8.8018
H 5.9243 -6.0776 -8.1474
H 8.3664 -6.5123 -11.0414
H 8.1942 -5.6328 -9.4893
H 7.2503 -5.2441 -10.9608
C -3.4445 -9.5634 -11.3184
C -4.8505 -9.3293 -10.7809
C -5.9630 -9.6188 -11.8484
O -5.8370 -8.8370 -13.0193
C -7.1109 -8.5599 -13.5996
N -4.9554 -10.0768 -9.5909
H -2.6145 -9.1378 -10.7544
H -3.3730 -9.0634 -12.2844
H -3.1878 -10.6161 -11.4365
H -4.8630 -8.2612 -10.5640
H -6.9578 -9.5418 -11.4096
H -5.8842 -10.6688 -12.1303
H -7.0326 -7.9905 -14.5258
H -7.6033 -7.8419 -12.9437
H -7.8886 -9.3205 -13.6690
H -5.9086 -10.2519 -9.3066
H -4.6656 -11.0158 -9.8242
C 5.2310 -10.8688 -12.7998
C 3.7592 -10.3975 -12.8999
C 3.6192 -8.8990 -13.1433
O 2.1731 -8.5710 -13.1862
C 1.9429 -7.1298 -13.3743
N 3.0912 -11.1580 -13.9481
H 5.5277 -10.7610 -13.8431
H 5.4071 -11.9348 -12.6559
H 5.8696 -10.1912 -12.2331
H 3.1924 -10.5564 -11.9825
H 4.0761 -8.6524 -14.1017
H 4.0754 -8.2987 -12.3562
H 0.8680 -6.9597 -13.3136
H 2.3226 -6.6967 -14.2997
H 2.4771 -6.5363 -12.6324
H 2.9443 -12.1537 -13.8641
H 2.1986 -10.7843 -14.2375
C 3.1155 -11.1146 -17.8848
C 4.6265 -10.6652 -17.6426
C 4.8010 -9.0939 -17.5414
O 6.1283 -8.6357 -17.1876
C 7.2178 -9.1797 -17.8411
N 5.1213 -11.2776 -16.4342
H 2.6671 -10.8154 -18.8322
H 2.3775 -10.6314 -17.2445
H 3.0574 -12.1998 -17.8005
H 5.1704 -11.1234 -18.4686
H 4.0058 -8.6597 -16.9355
H 4.5033 -8.6277 -18.4806
H 8.1574 -9.0172 -17.3130
H 7.3504 -8.8244 -18.8630
H 7.4140 -10.2513 -17.8043
H 4.4007 -11.1998 -15.7307
H 5.9179 -10.8383 -15.9954